{"formula": "C19H30N7OPSSn", "method": "wB97M-V/def2-TZVPD", "total_charge": 2, "gap_ev": 7.47, "molar_mass_g_mol": 554.25, "homo_energy_ev": -14.65, "multiplicity": 1, "species": ["Sn", "N", "C", "S", "N", "N", "C", "C", "C", "C", "C", "C", "C", "C", "C", "C", "C", "C", "N", "H", "H", "H", "H", "H", "H", "H", "H", "H", "H", "H", "C", "N", "C", "P", "O", "N", "C", "C", "N", "C", "C", "H", "H", "H", "H", "H", "H", "H", "H", "H", "H", "H", "H", "H", "H", "H", "H", "H", "H", "H"], "xyz": [[0.000000, 0.000000, 0.000000], [3.541300, 0.602400, 2.291200], [2.325400, 0.191400, 1.846400], [2.382900, -0.282700, 0.187200], [1.273800, 0.242300, 2.623300], [0.080800, -0.148600, 2.025100], [-0.415200, -1.275200, 2.429300], [-0.117100, -1.929100, 3.729300], [-0.196100, -1.164600, 4.899600], [-0.018600, -1.769100, 6.143800], [0.238400, -3.138200, 6.220100], [0.330800, -3.900800, 5.053400], [0.154100, -3.298500, 3.805800], [-1.350000, -1.929600, 1.481800], [-2.506300, -2.575800, 1.902200], [-3.313600, -3.165300, 0.932100], [-2.939500, -3.088000, -0.407700], [-1.768400, -2.418900, -0.729300], [-0.969600, -1.841400, 0.183500], [4.085500, 0.815100, 1.463300], [3.424800, 1.379400, 2.921500], [-0.385400, -0.095400, 4.828800], [-0.070400, -1.167400, 7.046300], [0.385800, -3.607100, 7.188800], [0.553800, -4.962100, 5.113000], [0.250800, -3.887900, 2.897500], [-2.780800, -2.608000, 2.949300], [-4.228300, -3.675000, 1.217300], [-3.546000, -3.533600, -1.187100], [-1.426400, -2.323200, -1.755300], [-1.985700, 1.682000, -3.848900], [-1.280600, 1.639300, -2.583800], [0.160000, 1.742500, -2.789100], [-1.867900, 2.233600, -1.165500], [-1.147600, 1.602700, 0.000000], [-3.479100, 1.907100, -1.080100], [-3.856600, 0.502000, -0.974700], [-4.509900, 2.668300, -1.756500], [-1.655900, 3.866000, -1.146800], [-2.018800, 4.557800, 0.085300], [-1.832600, 4.732100, -2.294900], [-1.463200, 1.109900, -4.624700], [-2.118500, 2.700800, -4.219500], [-2.969800, 1.215700, -3.766900], [0.512800, 1.012300, -3.526000], [0.704900, 1.529000, -1.863700], [0.448500, 2.743100, -3.125100], [-3.175200, -0.038900, -0.309900], [-3.838700, 0.005500, -1.949500], [-4.857500, 0.387500, -0.543700], [-4.453000, 3.726900, -1.494300], [-5.514500, 2.352900, -1.450900], [-4.449800, 2.580100, -2.843400], [-1.715100, 3.979800, 0.964200], [-3.098100, 4.725400, 0.150300], [-1.510400, 5.525000, 0.166200], [-1.215800, 4.404000, -3.134200], [-1.505100, 5.757100, -2.084400], [-2.871400, 4.776800, -2.629300], [0.000000, 0.000000, -1.750800]], "forces_ev_per_a": [[2.117, -0.484, -3.854], [-0.570, 0.261, -0.315], [-0.842, 0.362, 0.913], [-0.410, -0.374, -0.756], [0.686, 0.763, 0.152], [1.123, -1.368, 0.949], [-0.342, -0.445, 1.235], [-0.223, 0.340, -0.272], [0.194, 0.115, 0.304], [-0.040, 0.042, -0.392], [0.035, 0.088, -0.259], [0.045, 0.242, -0.224], [-0.139, -0.254, 0.242], [-0.365, -0.298, 0.582], [0.246, -0.119, -0.364], [0.013, 0.048, -0.137], [0.272, 0.012, 0.332], [0.202, 0.045, -0.625], [-2.074, -1.177, 1.052], [0.630, 0.188, 0.581], [0.509, 0.079, 0.522], [0.023, -0.215, 0.065], [-0.031, -0.107, -0.146], [-0.047, 0.049, -0.160], [-0.032, 0.178, -0.027], [-0.057, 0.006, 0.129], [0.171, 0.028, -0.033], [0.081, 0.081, -0.023], [0.135, 0.015, 0.041], [-0.124, 0.016, 0.025], [-1.088, -0.130, -0.540], [0.813, -0.102, 0.184], [0.806, 0.920, -0.034], [-1.613, 2.147, -2.332], [-0.278, 0.556, 1.205], [0.205, -1.008, 0.522], [0.145, -0.577, 0.252], [-0.366, 1.163, -0.318], [0.140, -0.272, 0.883], [-0.044, 0.008, 1.040], [0.190, 0.051, -1.241], [0.152, 0.107, 0.399], [0.025, -0.049, -0.081], [0.028, 0.119, 0.081], [-0.221, 0.060, 0.110], [0.079, 0.715, -0.589], [-0.012, -0.022, -0.107], [-0.022, 0.120, -0.036], [-0.094, -0.055, -0.033], [0.176, 0.228, -0.105], [0.110, -0.095, -0.058], [0.396, -0.184, 0.110], [-0.092, -0.010, -0.008], [-0.083, 0.001, -0.175], [0.026, 0.095, -0.005], [-0.045, -0.241, -0.255], [-0.094, -0.069, 0.045], [-0.040, -0.365, 0.296], [0.001, 0.106, -0.008], [-0.383, -1.333, 1.262]], "mulliken_charge": [1.1773, -0.4829, 0.5893, -0.4298, -1.0005, 0.3221, 0.8608, 0.1707, -0.1983, -0.7351, -0.4000, -0.8086, -0.1369, -0.0310, -0.5527, -0.4747, -0.7062, -0.3253, -0.0512, 0.2682, 0.2884, 0.3972, 0.4147, 0.4298, 0.4254, 0.5075, 0.5798, 0.5147, 0.4884, 0.4704, -0.9254, 0.5608, -1.2455, 0.1363, -0.6324, 0.3080, -0.6603, -0.9167, 0.0929, -0.9812, -0.8152, 0.3897, 0.2997, 0.2313, 0.3728, 0.5231, 0.2775, -0.0670, 0.3086, 0.5074, 0.2469, 0.4013, 0.3034, 0.2117, 0.3036, 0.4291, 0.1807, 0.3981, 0.2740, -0.0848]}